[1]
{
  "formula": "C27H28F12N7O2PtS",
  "method": "wB97M-V/def2-TZVPD",
  "total_charge": -1,
  "energy_ev": -89677.029,
  "relative_energy_ev": 0.0000,
  "homo_energy_ev": -4.184,
  "gap_ev": 6.51,
  "symbols": ["Pt", "C", "C", "C", "C", "C", "N", "C", "C", "C", "C", "C", "C", "C", "C", "O", "C", "F", "F", "F", "C", "F", "F", "F", "C", "C", "C", "O", "C", "F", "F", "F", "C", "F", "F", "F", "H", "H", "H", "H", "H", "H", "H", "H", "H", "H", "H", "H", "C", "C", "N", "C", "S", "N", "C", "C", "H", "H", "H", "H", "H", "H", "H", "H", "H", "H", "H", "H", "N", "C", "N", "N", "C", "N", "H", "H", "H", "H"],
  "xyz": [[0.32294, 1.18407, 0.58165], [-5.88146, -0.14014, -1.62581], [-4.45061, -0.29346, -1.18231], [-4.05811, -1.28486, -0.29333], [-2.74678, -1.38349, 0.12836], [-1.74837, -0.50233, -0.32398], [-0.47262, -0.56726, 0.19248], [0.04581, -1.71521, 0.75612], [-0.02317, -2.91340, 0.02016], [0.54801, -4.08350, 0.46745], [1.24235, -4.11589, 1.67499], [1.93021, -5.36480, 2.15942], [1.30303, -2.94266, 2.40681], [0.70642, -1.74578, 1.99671], [0.77556, -0.53392, 2.95429], [0.28768, 0.67116, 2.53515], [2.26172, -0.31098, 3.41885], [2.46004, 0.92637, 3.85065], [2.63189, -1.13451, 4.43572], [3.12615, -0.54075, 2.41826], [-0.10196, -0.86139, 4.20093], [0.14915, -2.02955, 4.81218], [0.00276, 0.09259, 5.13708], [-1.39968, -0.90958, 3.82693], [-2.13279, 0.49212, -1.25541], [-3.46545, 0.56912, -1.64483], [-1.11175, 1.43085, -1.92881], [0.14303, 1.53786, -1.39475], [-0.89111, 0.86645, -3.36171], [-0.03726, 1.63026, -4.07511], [-2.00095, 0.74150, -4.10760], [-0.34485, -0.35945, -3.28918], [-1.68498, 2.88981, -2.03374], [-2.27904, 3.25202, -0.88791], [-0.71758, 3.77474, -2.27442], [-2.60167, 3.07099, -3.01879], [-6.45549, -1.04372, -1.41488], [-5.94674, 0.05420, -2.69809], [-6.37621, 0.69128, -1.11610], [-4.79292, -1.98448, 0.09315], [-2.47009, -2.14207, 0.84942], [-0.52844, -2.88194, -0.93783], [0.47615, -4.98033, -0.13958], [1.48802, -6.25556, 1.71086], [1.85626, -5.46137, 3.24355], [2.99297, -5.36034, 1.90377], [1.83207, -2.96666, 3.34940], [-3.75989, 1.32492, -2.36139], [3.84285, -1.89514, -2.55623], [2.66280, -1.44592, -1.70012], [3.00641, -0.40380, -0.75736], [3.12579, 0.92003, -1.01154], [3.40757, 1.97319, 0.26076], [2.98031, 1.30794, -2.29822], [2.82662, 2.71902, -2.64329], [4.16511, 3.40339, -2.87089], [3.54000, -2.69435, -3.23609], [4.65212, -2.26444, -1.92467], [4.23002, -1.06569, -3.14898], [2.27553, -2.28195, -1.11473], [1.82876, -1.12525, -2.32631], [3.04597, -0.62778, 0.22323], [2.41123, 0.69086, -2.85512], [2.26349, 3.21413, -1.85375], [2.22103, 2.75155, -3.54815], [4.74127, 3.41396, -1.94641], [4.00839, 4.43538, -3.19295], [4.74290, 2.88473, -3.63937], [-2.21542, 1.71064, 2.81864], [-2.64679, 2.94460, 2.55755], [-3.94921, 3.24354, 2.85665], [-1.91842, 3.93238, 2.07217], [-0.71390, 3.60337, 1.67986], [0.35405, 3.31168, 1.33203], [-2.86261, 1.00258, 3.11556], [-1.24459, 1.39486, 2.66233], [-4.60234, 2.47973, 2.88873], [-4.28116, 4.07584, 2.39791]],
  "atomic_forces_ev_per_a": [[-0.61, 0.28, 0.09], [-0.01, -0.01, 0.00], [0.01, 0.01, -0.01], [0.01, -0.02, 0.02], [0.00, -0.03, 0.00], [-0.02, -0.03, 0.01], [0.23, 0.07, -0.21], [-0.09, -0.10, 0.00], [-0.06, -0.03, 0.05], [-0.03, 0.01, 0.00], [0.01, 0.03, 0.00], [0.00, -0.01, -0.01], [0.03, 0.01, 0.00], [0.10, 0.03, 0.03], [-0.03, -0.05, 0.05], [0.26, -0.14, -0.13], [0.00, -0.04, 0.06], [-0.01, 0.04, 0.01], [-0.01, -0.04, 0.00], [-0.01, -0.03, 0.05], [-0.04, 0.02, 0.00], [0.04, -0.04, 0.00], [0.00, 0.03, 0.00], [0.00, -0.01, -0.01], [-0.01, -0.01, 0.03], [-0.06, -0.01, -0.01], [0.13, 0.04, 0.00], [-0.16, -0.06, 0.07], [0.18, 0.07, -0.04], [-0.04, -0.01, 0.04], [-0.07, 0.01, -0.03], [0.07, -0.05, 0.03], [0.07, -0.02, -0.04], [-0.03, 0.02, 0.09], [0.06, 0.01, -0.02], [-0.06, 0.00, -0.03], [0.00, 0.00, 0.00], [0.00, 0.00, 0.00], [0.00, 0.00, 0.00], [0.00, -0.01, 0.00], [-0.01, 0.00, 0.01], [0.00, 0.01, 0.00], [0.00, 0.00, 0.00], [0.00, 0.00, 0.00], [0.00, 0.00, 0.00], [0.00, 0.00, 0.00], [0.01, 0.00, 0.01], [0.01, -0.02, 0.03], [-0.01, 0.02, 0.00], [0.00, -0.07, 0.05], [0.16, 0.06, -0.06], [-0.06, -0.20, 0.24], [0.29, 0.17, -0.06], [-0.07, 0.07, -0.03], [0.04, 0.00, -0.06], [-0.01, 0.01, 0.00], [0.00, 0.00, 0.00], [-0.01, 0.00, 0.00], [0.02, 0.00, 0.00], [0.07, 0.05, -0.04], [-0.10, 0.04, -0.06], [-0.04, -0.01, -0.02], [-0.01, -0.07, -0.06], [-0.02, 0.04, 0.04], [0.00, 0.00, -0.02], [0.00, -0.01, -0.01], [0.00, 0.00, 0.01], [-0.01, 0.01, 0.00], [-0.23, 0.33, -0.09], [0.04, -0.32, 0.15], [0.01, 0.06, -0.03], [-0.07, 0.01, -0.07], [-0.10, 0.11, 0.22], [0.37, -0.18, -0.32], [-0.03, 0.01, 0.02], [-0.07, -0.01, 0.08], [0.01, 0.00, 0.00], [-0.01, -0.01, 0.01]],
  "lowdin_charge": [1.102, -0.066, -0.284, -0.058, -0.021, -0.231, -0.096, -0.248, -0.041, -0.054, -0.275, -0.061, 0.003, -0.060, -0.326, -0.316, -0.544, 0.168, 0.123, 0.119, -0.537, 0.145, 0.161, 0.137, -0.072, 0.000, -0.349, -0.277, -0.535, 0.141, 0.145, 0.145, -0.542, 0.145, 0.157, 0.120, 0.067, 0.073, 0.072, 0.104, 0.111, 0.123, 0.108, 0.069, 0.074, 0.077, 0.116, 0.116, -0.083, -0.238, -0.006, -0.863, 0.635, 0.009, -0.286, -0.105, 0.068, 0.071, 0.063, 0.104, 0.098, 0.085, 0.107, 0.083, 0.106, 0.042, 0.067, 0.066, 0.209, -0.495, 0.144, 0.110, -0.348, 0.083, 0.106, 0.049, 0.094, 0.098]
}

***

[2]
{
  "formula": "C11H25CeF5NO3P2Te",
  "method": "wB97M-V/def2-TZVPD",
  "total_charge": 0,
  "s2": 0.751,
  "energy_ev": -71832.196,
  "homo_energy_ev": [-8.805, -8.805],
  "gap_ev": [8.49, 7.35],
  "multiplicity": 2,
  "symbols": ["C", "C", "N", "C", "C", "C", "C", "P", "Ce", "P", "C", "O", "O", "H", "H", "H", "C", "C", "H", "H", "H", "H", "C", "C", "H", "H", "H", "H", "H", "H", "H", "H", "H", "H", "H", "H", "H", "H", "H", "H", "H", "H", "F", "Te", "F", "F", "F", "F", "O"],
  "xyz": [[0.93784, -1.18002, -3.69730], [0.94947, -0.88661, -2.33148], [-0.19019, -0.95026, -1.60405], [-1.37426, -1.08269, -2.26387], [-1.44192, -1.33712, -3.63011], [-0.26362, -1.42483, -4.35758], [2.32349, -0.59298, -1.72844], [2.46449, -0.35673, 0.09851], [-0.10198, -1.77371, 1.09760], [-2.64393, 0.05954, 0.01614], [-2.69192, -1.01205, -1.53403], [2.24413, 3.07381, -3.29509], [-1.19277, 2.65622, -1.88797], [1.89038, -1.21707, -4.22011], [-2.41410, -1.49717, -4.08704], [-0.27871, -1.66758, -5.41719], [3.69954, -1.70838, 0.34556], [3.58577, 1.08408, 0.15755], [-3.47633, -0.58464, -2.18513], [-3.01057, -2.02068, -1.21262], [2.72963, 0.33122, -2.11396], [3.01274, -1.40359, -2.00678], [-4.16043, -0.54388, 0.82322], [-3.32194, 1.56966, -0.71796], [0.00781, 3.34281, 0.36242], [-1.10451, 3.49146, -2.37660], [1.66216, 2.61183, -2.66719], [2.02916, 2.54770, -4.09201], [1.00261, -2.81269, -0.09560], [-0.53563, 2.65682, -1.15525], [4.71066, -1.31193, 0.16727], [3.60266, -2.13290, 1.35627], [3.48456, -2.49742, -0.38901], [4.62085, 0.76042, -0.01753], [3.29318, 1.80567, -0.61614], [3.49623, 1.56452, 1.14241], [-4.29427, 1.40370, -1.18627], [-3.36711, 2.33610, 0.06379], [-2.61561, 1.94110, -1.47521], [-5.04675, -0.15257, 0.31475], [-4.16074, -1.63556, 0.83973], [-4.12990, -0.18109, 1.85579], [1.19663, -2.73300, 2.48468], [0.44576, 0.40602, 4.10527], [-1.81573, -2.98687, 0.87198], [1.30469, 1.46793, 5.53200], [-0.67777, 1.90108, 3.96671], [1.99809, 0.92066, 3.14518], [-0.27575, -0.10574, 2.35207]],
  "atomic_forces_ev_per_a": [[-0.14, 0.19, -0.10], [-0.19, -0.64, -0.29], [-0.13, 0.62, -0.34], [0.25, -0.23, -0.06], [0.43, 0.02, -0.11], [0.14, 0.07, 0.28], [-0.54, -0.27, 0.26], [0.22, -1.13, -0.28], [-0.30, -0.32, -0.12], [-0.16, -0.83, -0.82], [-0.15, 0.15, 0.85], [-0.77, -1.10, -0.31], [1.85, 0.76, -0.49], [-0.20, 0.05, -0.02], [0.19, 0.09, 0.02], [0.03, 0.04, 0.17], [0.03, -0.27, 0.39], [-0.15, 0.51, 0.24], [0.40, -0.38, 0.07], [0.20, 0.34, -0.15], [-0.04, 0.24, -0.71], [-0.27, 0.35, -0.12], [0.00, -0.13, 0.39], [0.23, 0.47, -0.11], [0.10, 0.04, 0.20], [0.23, -0.27, 0.35], [0.26, 0.43, 0.09], [0.42, 0.60, 0.23], [0.47, -0.17, -0.52], [-0.58, 0.21, -0.67], [-0.26, -0.27, 0.16], [0.22, 0.11, -0.35], [0.05, 0.14, 0.49], [-0.30, 0.23, 0.03], [0.12, -0.02, 0.25], [0.18, -0.10, -0.32], [-0.11, -0.07, 0.28], [-0.26, 0.00, -0.17], [-0.97, -0.44, 0.61], [0.05, -0.19, 0.14], [-0.05, 0.08, 0.09], [-0.26, -0.08, -0.09], [-0.49, 0.52, -0.21], [0.12, 0.17, -0.95], [0.13, 0.29, 0.07], [-0.30, -0.26, -0.57], [0.29, -0.17, 0.06], [-0.48, -0.06, 0.36], [0.51, 0.67, 1.80]],
  "lowdin_spin": [0.000, 0.000, 0.000, 0.000, 0.000, 0.000, 0.000, 0.002, 0.007, 0.002, 0.000, 0.002, 0.080, 0.000, 0.000, 0.000, 0.000, 0.002, 0.000, 0.000, 0.000, 0.000, 0.000, 0.002, 0.777, 0.003, 0.001, 0.000, 0.000, 0.103, 0.000, 0.000, 0.000, 0.000, 0.001, 0.000, 0.000, 0.001, 0.001, 0.000, 0.000, 0.000, 0.000, 0.007, 0.000, 0.000, 0.003, 0.001, 0.004]
}

***

[3]
{
  "formula": "C21H22Cl2N9O3PdSi",
  "method": "wB97M-V/def2-TZVPD",
  "total_charge": -1,
  "energy_ev": -78090.751,
  "relative_energy_ev": 0.1632,
  "homo_energy_ev": -5.592,
  "gap_ev": 8.15,
  "symbols": ["Pd", "N", "N", "N", "C", "N", "N", "H", "H", "H", "C", "Si", "C", "C", "H", "H", "H", "H", "H", "H", "H", "H", "H", "O", "N", "C", "C", "N", "C", "N", "Cl", "C", "C", "C", "C", "C", "Cl", "C", "N", "C", "C", "C", "C", "C", "C", "C", "C", "O", "O", "H", "H", "H", "H", "H", "H", "H", "H", "H", "H"],
  "xyz": [[-0.56888, -0.63006, 0.78070], [-2.11885, 2.41896, -0.64299], [-1.63775, 1.52920, -1.59464], [-0.38262, 1.52060, -1.96446], [-0.38568, 0.53423, -2.85035], [-1.59894, -0.01720, -3.01707], [-2.38512, 0.63259, -2.18731], [-3.13173, 2.35340, -0.68601], [-1.81085, 2.07204, 0.27464], [0.49850, 0.20085, -3.36412], [2.72233, -0.73893, -0.08345], [1.59583, -0.31435, 1.35591], [1.90966, 1.47517, 1.81944], [1.96800, -1.44321, 2.80285], [3.75249, -0.48309, 0.18640], [2.45219, -0.17344, -0.97703], [2.68426, -1.79734, -0.34015], [2.98392, 1.64374, 1.94818], [1.40295, 1.72155, 2.75179], [1.55054, 2.14567, 1.03625], [3.01029, -1.33126, 3.11911], [1.79910, -2.48786, 2.53480], [1.31283, -1.18614, 3.63650], [-0.20854, -2.36657, -0.21470], [0.27643, -2.31644, -1.40350], [0.11104, -3.40948, -2.10622], [-0.58793, -4.54660, -1.58228], [-1.15445, -5.44815, -1.14605], [0.63661, -3.43484, -3.43296], [1.05658, -3.47359, -4.50356], [-3.47192, -0.98494, 0.28900], [-3.25569, -2.00961, 1.69251], [-2.86496, -3.31249, 1.42304], [-2.55475, -4.17795, 2.45388], [-2.64131, -3.72552, 3.76051], [-3.05750, -2.43461, 4.01392], [-3.15448, -1.92274, 5.67740], [-3.38751, -1.51928, 2.99765], [-3.75711, -0.24620, 3.38434], [-4.30651, 0.80800, 2.63611], [-5.50741, 0.64509, 1.95383], [-6.05075, 1.69515, 1.23547], [-5.41356, 2.92781, 1.22513], [-4.23834, 3.09822, 1.94175], [-3.66393, 2.04955, 2.65146], [-2.36879, 2.22617, 3.40167], [-1.31209, 1.17646, 3.00265], [-0.69033, 0.56904, 3.86263], [-1.21333, 1.05162, 1.72450], [-2.75632, -3.62141, 0.39320], [-2.22243, -5.18238, 2.23335], [-2.38779, -4.36487, 4.59460], [-3.32904, 0.02347, 4.25676], [-5.99338, -0.32224, 1.97253], [-6.97333, 1.55014, 0.68793], [-5.83008, 3.75646, 0.66670], [-3.73681, 4.05892, 1.93079], [-2.50743, 2.15519, 4.48253], [-1.96725, 3.22010, 3.19323]],
  "atomic_forces_ev_per_a": [[0.01, -0.01, -0.03], [-0.03, 0.01, -0.06], [-0.08, -0.08, 0.01], [0.12, 0.04, -0.07], [0.04, -0.19, -0.09], [0.08, 0.35, 0.23], [-0.17, -0.02, -0.04], [0.03, -0.05, 0.02], [-0.06, -0.02, 0.00], [0.00, 0.00, -0.01], [0.02, 0.01, -0.03], [-0.07, -0.02, -0.03], [0.03, 0.02, -0.01], [0.01, 0.01, 0.04], [0.00, -0.01, -0.01], [0.00, 0.01, 0.00], [0.00, -0.01, 0.02], [0.00, -0.01, 0.01], [-0.01, 0.01, 0.02], [0.00, -0.01, 0.00], [0.00, -0.01, 0.01], [0.00, 0.00, -0.01], [0.01, 0.00, 0.00], [0.04, -0.04, 0.01], [-0.02, 0.04, 0.01], [-0.02, -0.01, 0.07], [0.00, 0.00, -0.02], [-0.01, 0.00, -0.01], [0.00, -0.01, -0.03], [0.01, 0.00, 0.00], [0.10, -0.10, 0.08], [-0.05, 0.09, -0.21], [0.01, -0.04, 0.05], [0.00, 0.02, -0.02], [-0.01, 0.04, 0.00], [0.03, -0.16, -0.04], [-0.01, 0.03, 0.02], [-0.05, -0.14, 0.06], [0.12, 0.09, 0.06], [-0.14, 0.00, 0.00], [0.04, -0.02, -0.01], [-0.02, -0.01, -0.01], [-0.03, 0.05, -0.03], [0.04, -0.03, 0.00], [0.01, 0.12, 0.03], [0.07, -0.07, -0.01], [-0.18, 0.12, 0.15], [-0.02, 0.02, -0.15], [0.10, -0.02, 0.00], [0.01, 0.00, 0.00], [0.00, 0.00, 0.00], [0.00, 0.00, 0.00], [0.03, 0.05, -0.01], [0.00, 0.00, 0.01], [0.01, 0.01, 0.00], [-0.01, 0.00, 0.00], [0.01, 0.01, 0.01], [-0.03, 0.00, 0.01], [0.03, -0.01, -0.01]],
  "nbo_charge": [0.393, -0.641, 0.152, -0.264, 0.102, -0.282, -0.090, 0.375, 0.423, 0.211, -1.142, 1.495, -1.144, -1.150, 0.222, 0.242, 0.239, 0.220, 0.245, 0.242, 0.220, 0.237, 0.261, -0.552, 0.061, -0.193, 0.287, -0.350, 0.290, -0.347, 0.015, -0.003, -0.218, -0.229, -0.215, -0.047, -0.015, 0.093, -0.612, 0.169, -0.210, -0.215, -0.243, -0.204, -0.031, -0.535, 0.814, -0.678, -0.812, 0.247, 0.227, 0.223, 0.417, 0.218, 0.211, 0.210, 0.210, 0.222, 0.230]
}